Formula: C24H62B2ClO20S5
Source: the Open Molecules 2025 dataset
Level of theory: ωB97M-V with the def2-TZVPD basis set

Calculated values
**HOMO-LUMO gap**: 6.1 eV
**LUMO energy**: 1.65 eV
**HOMO energy**: -4.40 eV

```
! wB97M-V def2-TZVPD RIJCOSX def2/J DEFGRID3
* xyz -1 1
C -0.60 1.23 2.50
C 0.66 2.04 3.16
C 2.05 1.99 2.29
C 2.62 0.44 2.03
C 2.62 -0.49 3.38
B 3.39 -1.93 3.22
C 4.89 -1.72 3.94
C 4.85 -1.72 5.57
C 5.13 -0.23 6.26
Cl 6.83 0.42 5.82
C 3.75 -2.32 1.63
O 5.03 -1.65 1.22
O 4.89 -1.08 0.05
O 2.75 -3.08 3.90
B 1.51 -3.52 3.22
O 0.23 -2.96 3.78
O 1.41 -4.47 2.11
H -1.59 1.80 2.82
H -0.58 1.16 1.33
H -0.61 0.15 2.97
H 0.89 1.58 4.23
H 0.42 3.20 3.33
H 2.90 2.63 2.84
H 1.86 2.47 1.22
H 1.95 -0.08 1.22
H 3.75 0.58 1.71
H 3.21 0.14 4.21
H 1.51 -0.56 3.76
H 5.66 -2.55 3.58
H 5.25 -0.63 3.61
H 3.85 -2.10 6.05
H 5.75 -2.40 5.94
H 5.14 -0.43 7.43
H 4.28 0.55 6.06
H 2.86 -2.10 0.90
H 3.98 -3.48 1.51
H 5.38 -0.19 0.16
H -0.35 -3.74 4.10
H 1.94 -5.31 2.33
O -0.48 2.75 5.85
S -0.36 1.92 7.03
O -1.20 0.76 7.24
O -0.43 2.87 8.36
C -1.56 3.72 8.52
C -2.79 2.94 8.96
C 1.33 1.42 7.21
H -1.75 4.29 7.61
H -1.30 4.44 9.30
H -3.12 2.26 8.17
H -3.61 3.62 9.19
H -2.57 2.33 9.84
H 1.98 2.29 7.09
H 1.55 0.68 6.43
H 1.47 0.96 8.19
O -2.79 -5.45 3.23
S -3.60 -5.69 2.05
O -3.35 -6.80 1.16
O -3.67 -4.31 1.17
C -2.45 -3.71 0.77
C -1.81 -4.46 -0.38
C -5.31 -5.73 2.53
H -1.76 -3.61 1.61
H -2.69 -2.69 0.43
H -1.48 -5.46 -0.06
H -0.93 -3.92 -0.76
H -2.52 -4.60 -1.20
H -5.52 -4.87 3.17
H -5.48 -6.66 3.08
H -5.93 -5.71 1.63
O -2.82 -2.51 -2.99
S -3.63 -2.75 -4.17
O -3.37 -3.86 -5.06
O -3.69 -1.38 -5.05
C -2.48 -0.77 -5.46
C -1.83 -1.53 -6.61
C -5.33 -2.80 -3.69
H -1.79 -0.68 -4.61
H -2.72 0.24 -5.79
H -1.50 -2.52 -6.29
H -0.96 -0.99 -6.98
H -2.55 -1.67 -7.42
H -5.55 -1.94 -3.05
H -5.50 -3.73 -3.15
H -5.95 -2.78 -4.59
O 0.61 3.77 -0.27
S -0.19 3.53 -1.45
O 0.06 2.42 -2.34
O -0.26 4.90 -2.33
C 0.96 5.51 -2.73
C 1.60 4.75 -3.88
C -1.90 3.48 -0.97
H 1.64 5.60 -1.89
H 0.71 6.52 -3.07
H 1.93 3.76 -3.56
H 2.47 5.29 -4.26
H 0.89 4.61 -4.70
H -2.12 4.34 -0.33
H -2.07 2.55 -0.42
H -2.52 3.50 -1.87
O -0.33 -0.10 -10.14
S 0.16 1.11 -9.50
O -0.61 1.81 -8.49
O 0.60 2.17 -10.65
C -0.36 2.54 -11.64
C -1.39 3.51 -11.08
C 1.78 0.79 -8.85
H -0.83 1.65 -12.07
H 0.19 3.04 -12.45
H -2.01 3.02 -10.32
H -2.05 3.87 -11.87
H -0.90 4.36 -10.60
H 2.38 0.30 -9.62
H 1.67 0.14 -7.98
H 2.23 1.74 -8.55
*
```

Formula: C45H48N2O3
Source: the Open Molecules 2025 dataset
Level of theory: ωB97M-V with the def2-TZVPD basis set

Calculated values
**HOMO-LUMO gap**: 8.7 eV
**LUMO energy**: -0.56 eV
**HOMO energy**: -9.21 eV

```
! wB97M-V def2-TZVPD RIJCOSX def2/J DEFGRID3
* xyz 0 1
C 1.16 -3.75 1.97
C 1.23 -2.32 1.48
O 2.01 -2.00 0.61
N 0.35 -1.41 2.15
C 0.99 -0.81 3.33
C -0.20 -0.41 1.23
C -1.40 0.28 1.93
C -2.37 0.92 0.92
C -3.84 0.86 1.32
C -4.31 -0.48 1.84
C -4.87 -0.60 3.09
C -5.29 -1.80 3.60
C -5.14 -2.95 2.86
C -4.58 -2.86 1.63
C -4.17 -1.63 1.11
C -3.61 -1.86 -0.28
O -3.27 -1.09 -1.15
N -3.60 -3.26 -0.42
C -4.26 -3.93 0.62
O -4.46 -5.11 0.63
H 0.24 -4.23 1.63
H 2.02 -4.33 1.64
H 1.13 -3.79 3.07
H 1.35 0.20 3.13
H 0.23 -0.75 4.12
H 1.79 -1.44 3.71
H -0.54 -0.91 0.32
H 0.59 0.33 1.00
H -1.85 -0.47 2.58
H -0.97 1.06 2.57
H -2.10 1.98 0.84
H -2.16 0.49 -0.07
H -4.50 1.24 0.53
H -3.97 1.58 2.15
H -4.99 0.26 3.74
H -5.71 -1.89 4.59
H -5.44 -3.94 3.19
H -2.73 -3.64 -0.77
C -4.10 1.97 -2.77
C -3.72 0.90 -3.57
C -3.91 0.97 -4.94
C -4.48 2.10 -5.51
C -4.85 3.17 -4.71
C -4.66 3.10 -3.34
H -3.95 1.92 -1.70
H -3.28 0.02 -3.13
H -3.63 0.13 -5.57
H -4.62 2.16 -6.59
H -5.28 4.06 -5.15
H -4.96 3.94 -2.71
C -1.24 -6.25 -1.01
C -1.00 -7.59 -1.29
C 0.22 -7.98 -1.81
C 1.21 -7.04 -2.04
C 0.98 -5.70 -1.76
C -0.25 -5.31 -1.25
H -2.20 -5.95 -0.60
H -1.78 -8.32 -1.11
H 0.40 -9.02 -2.04
H 2.17 -7.35 -2.45
H 1.76 -4.97 -1.94
H -0.43 -4.26 -1.03
C 1.04 5.44 0.22
C 0.44 4.31 -0.32
C -0.65 4.44 -1.17
C -1.14 5.70 -1.49
C -0.53 6.83 -0.96
C 0.55 6.70 -0.10
H 1.89 5.34 0.88
H 0.82 3.32 -0.07
H -1.13 3.55 -1.58
H -1.98 5.80 -2.16
H -0.91 7.81 -1.22
H 1.02 7.58 0.31
C 5.72 -2.71 4.36
C 6.05 -3.77 3.52
C 5.77 -3.70 2.17
C 5.16 -2.57 1.64
C 4.83 -1.51 2.47
C 5.10 -1.58 3.83
H 5.93 -2.76 5.42
H 6.53 -4.65 3.93
H 6.03 -4.53 1.52
H 4.95 -2.51 0.58
H 4.36 -0.63 2.06
H 4.84 -0.75 4.48
C 4.12 6.44 -1.70
C 4.36 5.10 -2.00
C 5.58 4.72 -2.53
C 6.57 5.66 -2.75
C 6.33 7.00 -2.45
C 5.11 7.39 -1.93
H 3.16 6.74 -1.29
H 3.59 4.37 -1.82
H 5.76 3.68 -2.77
H 7.53 5.36 -3.16
H 7.11 7.74 -2.63
H 4.92 8.43 -1.70
*
```

Formula: C5H8N2O
Source: the Open Molecules 2025 dataset
Level of theory: ωB97M-V with the def2-TZVPD basis set

Calculated values
**HOMO-LUMO gap**: 9.6 eV
**LUMO energy**: 0.70 eV
**HOMO energy**: -8.87 eV
**Energy above the lowest of the compared OMol25 structures with the same formula, charge and spin**: 114.2 kcal/mol

```
! wB97M-V def2-TZVPD RIJCOSX def2/J DEFGRID3
* xyz 0 1
C -0.86 1.37 -0.74
C -0.29 -2.31 -0.33
C -0.22 0.79 1.62
N 0.04 0.68 0.21
C 0.68 -1.57 0.19
C 0.39 0.88 -1.23
N 1.35 0.86 -2.00
O 1.84 -1.44 0.44
H 2.14 0.29 -1.71
H -1.80 0.89 -1.00
H -0.95 2.45 -0.61
H -1.31 -1.97 -0.37
H -0.15 -3.38 -0.42
H -1.25 0.46 1.82
H 0.53 0.20 2.14
H -0.14 1.81 1.99
*
```

Formula: C2H6BrOP
Source: the Open Molecules 2025 dataset
Level of theory: ωB97M-V with the def2-TZVPD basis set

Calculated values
**HOMO-LUMO gap**: 8.1 eV
**LUMO energy**: 0.02 eV
**HOMO energy**: -8.09 eV
**Energy above the lowest of the compared OMol25 structures with the same formula, charge and spin**: 53.4 kcal/mol

```
! wB97M-V def2-TZVPD RIJCOSX def2/J DEFGRID3
* xyz 0 1
C -0.94 0.32 -0.14
C 0.49 0.77 -0.08
O 1.48 -1.72 -0.24
P 1.74 -0.31 0.44
Br 3.98 0.20 -0.06
H -1.47 0.51 0.79
H -1.43 0.91 -0.92
H -1.04 -0.73 -0.38
H 0.65 1.77 0.32
H 1.05 -1.66 -1.10
H 2.15 -0.92 1.65
*
```

Formula: C2H5NS2
Source: the Open Molecules 2025 dataset
Level of theory: ωB97M-V with the def2-TZVPD basis set

Calculated values
**HOMO-LUMO gap**: 8.6 eV
**LUMO energy**: 0.14 eV
**HOMO energy**: -8.44 eV
**Energy above the lowest of the compared OMol25 structures with the same formula, charge and spin**: 62.5 kcal/mol

```
! wB97M-V def2-TZVPD RIJCOSX def2/J DEFGRID3
* xyz 0 1
C -0.68 -0.61 0.02
C -0.41 0.81 -0.22
H 0.08 -2.42 -0.15
H 1.34 -0.82 0.07
H -0.94 0.88 -1.27
H -0.71 1.39 0.69
H 1.86 1.86 1.13
N 0.26 -1.48 -0.35
S -2.30 -1.08 0.34
S 1.49 1.47 -0.26
*
```

Formula: C3H9N3OS
Source: the Open Molecules 2025 dataset
Level of theory: ωB97M-V with the def2-TZVPD basis set

Calculated values
**HOMO-LUMO gap**: 8.8 eV
**LUMO energy**: 0.76 eV
**HOMO energy**: -8.04 eV
**Energy above the lowest of the compared OMol25 structures with the same formula, charge and spin**: 57.5 kcal/mol

```
! wB97M-V def2-TZVPD RIJCOSX def2/J DEFGRID3
* xyz 0 1
C -0.57 1.78 -0.72
C -0.22 0.41 1.06
C -0.03 -0.85 0.25
H -0.21 0.93 -1.34
H -1.37 2.38 -1.21
H 0.27 2.48 -0.51
H 0.71 0.94 1.22
H -0.67 0.14 2.01
H 1.20 -2.31 -0.30
H 2.18 0.19 -0.75
H 2.91 -0.51 0.53
H -3.08 -2.23 -0.22
N 1.24 -1.40 0.11
N 2.43 -0.72 -0.30
N -1.01 -1.54 -0.21
O -1.14 1.31 0.47
S -2.63 -0.99 -0.07
*
```

Formula: C6H8O2
Source: the Open Molecules 2025 dataset
Level of theory: ωB97M-V with the def2-TZVPD basis set

Calculated values
**HOMO-LUMO gap**: 10.1 eV
**LUMO energy**: 0.70 eV
**HOMO energy**: -9.37 eV
**Energy above the lowest of the compared OMol25 structures with the same formula, charge and spin**: 59.4 kcal/mol

```
! wB97M-V def2-TZVPD RIJCOSX def2/J DEFGRID3
* xyz 0 1
C 0.04 -0.39 1.71
C -0.12 -0.71 -2.19
C 0.05 -0.17 -0.80
C -0.17 -0.88 0.30
O -0.55 -1.25 2.64
O -0.47 0.89 1.95
C 0.49 1.18 -0.75
C 0.90 2.31 -0.75
H -1.46 -0.94 2.78
H -0.05 1.51 1.33
H 1.12 -0.42 1.93
H -0.50 -1.91 0.22
H -0.19 -1.79 -2.17
H 0.72 -0.42 -2.82
H -1.03 -0.31 -2.64
H 1.24 3.31 -0.73
*
```

Formula: CH7NS
Source: the Open Molecules 2025 dataset
Level of theory: ωB97M-V with the def2-TZVPD basis set

Calculated values
**HOMO-LUMO gap**: 10.4 eV
**LUMO energy**: 0.84 eV
**HOMO energy**: -9.59 eV
**Energy above the lowest of the compared OMol25 structures with the same formula, charge and spin**: 11.4 kcal/mol

```
! wB97M-V def2-TZVPD RIJCOSX def2/J DEFGRID3
* xyz 0 1
S 2.52 -2.79 3.09
H 2.40 -1.58 2.59
C -0.88 1.49 -0.85
N -1.72 0.31 -1.13
H -0.09 1.28 -0.12
H -1.44 2.33 -0.45
H -0.33 1.83 -1.73
H 3.27 -3.25 2.09
H -2.52 0.62 -1.67
H -1.20 -0.23 -1.81
*
```

Formula: C5H11NSi
Source: the Open Molecules 2025 dataset
Level of theory: ωB97M-V with the def2-TZVPD basis set

Calculated values
**HOMO-LUMO gap (alpha / beta)**: 7.2 / 7.4 eV
**LUMO energy (alpha / beta)**: -0.49 / -0.15 eV
**HOMO energy (alpha / beta)**: -7.67 / -7.55 eV
**Energy above the lowest of the compared OMol25 structures with the same formula, charge and spin**: 106.5 kcal/mol

```
! wB97M-V def2-TZVPD RIJCOSX def2/J DEFGRID3
* xyz 0 1
C -3.32 -0.18 -0.13
C 0.30 -0.86 1.50
C -0.06 -1.21 -1.10
C 1.09 0.87 -0.16
C 0.11 -0.30 0.12
N -3.60 -1.28 -0.36
Si -2.33 1.34 -0.04
H 0.22 -0.16 2.28
H -0.41 -1.69 1.46
H 1.36 -1.27 1.46
H 0.06 -0.85 -2.21
H -1.06 -1.67 -1.06
H 0.68 -2.02 -1.01
H 0.88 1.44 -1.00
H 1.08 1.38 0.73
H 2.02 0.44 -0.43
H -2.26 2.27 -1.06
H -2.44 1.89 1.39
*
```

Formula: C5H9NO
Source: the Open Molecules 2025 dataset
Level of theory: ωB97M-V with the def2-TZVPD basis set

Calculated values
**HOMO-LUMO gap**: 8.9 eV
**LUMO energy**: 1.01 eV
**HOMO energy**: -7.86 eV
**Energy above the lowest of the compared OMol25 structures with the same formula, charge and spin**: 30.7 kcal/mol

```
! wB97M-V def2-TZVPD RIJCOSX def2/J DEFGRID3
* xyz 0 1
C -0.29 1.90 2.36
C 0.28 0.80 1.52
C 0.92 -0.25 2.14
N 1.56 -0.93 1.14
C 1.20 -0.46 -0.08
C 0.40 0.68 0.12
H -1.25 1.67 2.85
H 0.33 2.19 3.19
H -0.57 2.75 1.74
H 0.90 -0.63 3.15
H 2.00 -1.84 1.26
H 1.58 -0.95 -0.97
H -0.16 1.19 -0.64
H -2.58 -0.96 -6.14
H -3.55 -1.95 -5.70
O -2.85 -1.43 -5.32
*
```

Formula: C3H8NS
Source: the Open Molecules 2025 dataset
Level of theory: ωB97M-V with the def2-TZVPD basis set

Calculated values
**HOMO-LUMO gap**: 6.4 eV
**LUMO energy**: 4.25 eV
**HOMO energy**: -2.16 eV
**Energy above the lowest of the compared OMol25 structures with the same formula, charge and spin**: 19.8 kcal/mol

```
! wB97M-V def2-TZVPD RIJCOSX def2/J DEFGRID3
* xyz -1 1
C 0.45 -0.31 -0.81
C -0.54 -1.13 0.01
S -0.39 -0.93 1.78
C -0.04 1.11 -0.85
N 0.74 2.01 -1.70
H 1.48 -0.29 -0.37
H 0.69 -0.79 -1.80
H -1.56 -1.19 -0.43
H -0.21 -2.19 -0.21
H -1.15 1.30 -1.07
H -0.05 1.54 0.18
H 1.02 2.83 -1.16
H 1.68 1.56 -1.80
*
```

Formula: C41H44BaF3N7O2S2Sb
Source: the Open Molecules 2025 dataset
Level of theory: ωB97M-V with the def2-TZVPD basis set

Calculated values
**HOMO-LUMO gap**: 5.9 eV
**LUMO energy**: 1.60 eV
**HOMO energy**: -4.27 eV
**Energy above the lowest of the compared OMol25 structures with the same formula, charge and spin**: 44.5 kcal/mol

```
! wB97M-V def2-TZVPD RIJCOSX def2/J DEFGRID3
* xyz -1 1
Ba 0.07 -0.05 0.85
C 2.03 -2.09 6.16
C 0.79 -2.16 5.54
C 0.38 -1.13 4.70
C 1.21 -0.03 4.53
C 2.45 0.05 5.16
C 2.85 -1.00 5.97
N 0.76 0.97 3.62
N 1.00 2.13 3.96
C 0.53 3.10 3.02
C 0.20 4.35 3.53
C -0.32 5.29 2.66
C -0.46 4.96 1.32
C -0.06 3.70 0.91
N 0.41 2.78 1.74
H 2.35 -2.91 6.79
H 0.15 -3.02 5.68
H -0.57 -1.17 4.17
H 3.08 0.91 4.98
H 3.83 -0.96 6.44
H 0.34 4.54 4.58
H -0.62 6.27 3.02
H -0.86 5.66 0.60
H -0.12 3.41 -0.14
F 1.72 -1.93 -1.31
C 2.10 -1.74 -2.59
F 2.39 -2.98 -3.07
F 3.26 -1.08 -2.59
C 1.03 -1.09 -3.42
C 0.48 -1.80 -4.47
C -0.56 -1.25 -5.20
C -1.00 0.00 -4.82
N -0.48 0.72 -3.83
C 0.53 0.21 -3.09
S 1.22 1.17 -1.83
H 0.87 -2.78 -4.71
H -1.02 -1.78 -6.02
H -1.83 0.46 -5.34
C -8.97 -0.94 2.93
C -7.50 -0.76 2.67
C -7.04 0.27 1.85
C -5.69 0.42 1.59
C -4.78 -0.46 2.16
C -5.21 -1.49 2.98
C -6.57 -1.63 3.23
S -3.05 -0.25 1.79
O -2.68 1.06 2.32
O -2.37 -1.38 2.42
N -2.84 -0.21 0.25
C -2.78 -1.40 -0.46
C -3.87 -2.27 -0.63
C -3.69 -3.42 -1.36
C -2.45 -3.70 -1.92
C -1.43 -2.79 -1.72
N -1.58 -1.67 -1.01
H -9.51 0.01 2.84
H -9.15 -1.35 3.92
H -9.41 -1.63 2.20
H -7.75 0.95 1.41
H -5.33 1.21 0.94
H -4.48 -2.16 3.41
H -6.91 -2.43 3.88
H -4.82 -2.01 -0.18
H -4.52 -4.11 -1.50
H -2.28 -4.60 -2.50
H -0.44 -2.96 -2.12
C -0.76 4.11 -2.88
Sb -2.21 2.71 -2.14
C -3.44 4.31 -1.29
C -3.29 2.78 -4.01
H -1.28 4.87 -3.46
H -0.05 3.57 -3.49
H -0.21 4.59 -2.07
H -3.38 5.20 -1.91
H -3.11 4.55 -0.28
H -4.49 3.99 -1.23
H -3.62 3.80 -4.19
H -4.15 2.12 -4.02
H -2.60 2.49 -4.80
C 3.90 2.32 2.01
N 5.03 1.70 1.34
C 6.04 1.32 2.29
C 4.62 0.60 0.46
C 4.07 -0.65 1.14
C 4.96 -1.68 1.44
C 4.53 -2.86 2.03
C 3.18 -3.01 2.30
C 2.31 -1.96 1.99
C 2.69 -0.74 1.42
H 4.24 3.21 2.55
H 3.41 1.64 2.73
H 3.15 2.62 1.28
H 6.39 2.21 2.83
H 6.90 0.88 1.77
H 5.69 0.58 3.04
H 5.51 0.33 -0.13
H 3.87 0.98 -0.23
H 6.01 -1.56 1.18
H 5.23 -3.65 2.25
H 2.81 -3.92 2.75
H 1.26 -2.16 2.24
*
```